{"formula": "C12H34CdFN4O3P", "method": "the ωB97M-V functional and the def2-TZVPD basis", "species": ["Cd", "C", "O", "C", "C", "N", "H", "H", "C", "C", "O", "C", "H", "H", "H", "H", "H", "H", "H", "H", "H", "H", "H", "H", "H", "H", "F", "O", "P", "N", "C", "C", "N", "C", "C", "N", "C", "C", "H", "H", "H", "H", "H", "H", "H", "H", "H", "H", "H", "H", "H", "H", "H", "H", "H", "H"], "coordinates": [[7.268650, -3.014280, -15.380780], [2.975970, 2.498210, -14.242740], [3.431180, 1.582410, -13.147900], [4.853470, 1.397450, -12.993700], [5.090170, 0.400600, -11.900960], [4.456840, -1.020960, -12.182160], [3.461160, -0.868430, -12.256070], [4.704330, -1.380080, -13.093130], [4.699740, -2.079140, -11.094750], [4.100530, -3.361620, -11.642350], [2.803920, -3.095500, -12.158060], [2.217910, -4.272750, -12.820280], [3.228270, 2.123020, -15.234550], [3.539100, 3.422030, -14.110360], [1.917580, 2.755080, -14.198840], [5.166880, 2.415330, -12.761730], [5.278530, 0.985030, -13.908760], [4.669070, 0.788020, -10.973230], [6.127310, 0.105480, -11.741720], [4.389470, -1.740630, -10.106190], [5.777420, -2.233440, -11.148550], [3.926290, -4.128350, -10.887450], [4.721770, -3.773430, -12.437700], [1.135920, -4.143720, -12.847540], [2.373240, -5.166740, -12.216340], [2.576500, -4.466830, -13.831140], [5.861590, -1.943310, -14.300890], [5.826320, -3.491850, -16.856820], [4.499810, -3.173150, -17.450740], [4.399000, -3.601140, -19.027300], [4.999340, -4.874630, -19.501970], [3.360210, -3.143400, -19.893380], [4.203610, -1.554510, -17.563020], [5.194780, -0.717630, -18.264590], [3.735870, -0.856550, -16.394740], [3.174280, -3.914610, -16.750860], [1.804750, -3.595160, -17.205750], [3.369860, -5.315450, -16.323550], [5.966240, -5.152240, -19.082280], [5.217430, -4.811790, -20.568080], [4.299730, -5.699150, -19.364850], [2.744640, -3.995020, -20.183060], [3.792320, -2.584240, -20.723270], [2.790990, -2.439480, -19.286250], [4.965850, -0.878010, -19.318140], [5.079070, 0.357570, -18.127970], [6.165350, -0.949390, -17.825980], [4.423700, -0.044910, -16.157600], [2.761060, -0.437010, -16.643420], [3.573720, -1.510320, -15.537770], [1.621990, -2.558510, -17.488670], [1.698770, -4.137270, -18.145420], [1.080710, -3.942930, -16.468920], [3.334530, -5.892130, -17.247830], [2.502390, -5.556660, -15.709210], [4.306440, -5.441530, -15.780390]], "forces_ev_per_angstrom": [[-1.74, 0.42, -0.23], [1.72, -0.18, 1.06], [-1.10, -0.38, -0.94], [-1.79, 0.48, -1.16], [-0.13, -1.62, 0.64], [-0.73, 1.95, 1.79], [-0.69, 0.00, 0.09], [0.83, -0.24, -0.54], [0.72, 0.21, -1.78], [-1.52, -0.50, 0.13], [-0.44, -0.67, -1.14], [-0.17, 0.55, 1.02], [-0.04, -0.39, 0.07], [-0.05, 0.19, -0.04], [0.11, -0.63, 0.53], [1.18, -0.33, 0.18], [0.26, 0.39, -0.35], [-0.10, -0.43, 0.08], [0.16, 0.72, -0.11], [-0.24, 0.05, -0.34], [0.08, 0.16, 0.60], [0.76, 0.00, 0.38], [0.31, 0.02, -0.08], [0.14, 0.37, -0.05], [0.26, -0.01, 0.12], [0.37, 0.44, 0.04], [1.07, -0.43, -0.13], [1.97, -1.27, 1.04], [-3.40, 0.90, -2.30], [3.00, -1.63, -0.05], [0.08, 0.15, -0.28], [-0.49, 0.95, 0.48], [0.26, 0.21, 0.90], [-0.65, -0.55, -0.59], [-1.24, 0.29, 0.67], [1.37, 1.58, 1.98], [0.67, -0.70, -0.83], [-0.71, 0.86, -0.79], [-0.17, 0.34, 0.54], [-0.25, 0.23, -0.09], [-0.02, -0.13, 0.01], [-0.13, 0.26, -0.39], [-0.23, -0.31, -0.37], [-0.41, 0.02, -0.64], [1.28, -0.15, -0.18], [-0.63, -0.17, 0.38], [0.51, -0.07, -0.91], [-0.10, -0.12, 0.38], [-0.06, 0.39, 0.24], [0.18, 0.02, 0.06], [0.33, 0.09, 0.58], [-0.72, -0.28, 0.04], [0.08, 0.11, -0.04], [0.16, -0.73, 0.31], [0.25, -0.35, 0.09], [-0.15, -0.08, -0.08]], "relative_energy_kj_mol": 143.0, "homo_lumo_gap_ha": 0.1553, "charge": 2, "homo_energy_ev": -13.90, "multiplicity": 1}